[1]
The following is a quantum chemistry calculation of 10 unconnected molecules or ions with the total composition C28H72F12N6O18S4 in a non-equilibrium geometry, from the Open Molecules 2025 dataset.

Each line ends with the Löwdin charge.
Cartesian coordinates (Å):
1 O -3.0739 3.2086 -6.5448  -0.33
2 C 2.4009 3.5860 2.8540  -0.01
3 N 2.3994 -2.2755 2.5915  0.22
4 H 1.1865 3.9156 -2.2513  0.09
5 H -3.4767 -0.0087 -0.4778  0.08
6 H 4.6108 3.9963 0.3504  0.15
7 C 2.4153 -3.4317 3.5497  -0.29
8 H 2.4216 4.6577 3.0632  0.09
9 N -6.8577 -2.4355 -1.9267  0.21
10 H -1.6706 1.0603 2.8201  0.09
11 C 6.1610 0.5318 -3.9886  -0.04
12 F -1.9223 0.5856 -4.1512  0.10
13 H 2.9396 2.2570 1.2902  0.10
14 F -1.6315 1.3508 0.1344  0.11
15 O 0.4697 -0.9732 0.3513  -0.33
16 C -0.8392 -2.5901 4.9659  -0.06
17 C 3.8911 -3.6004 3.9796  -0.01
18 H 2.0186 5.4348 -2.0904  0.11
19 C -2.8933 1.2976 -4.7060  -0.67
20 S 0.8941 0.4122 0.2394  0.51
21 H -4.9661 4.0427 4.5618  0.18
22 O 2.8729 3.9280 -0.9412  -0.20
23 H -3.6807 5.0767 4.0123  0.18
24 H 1.3040 -6.6055 1.7541  0.14
25 H -3.4203 2.6098 1.1965  0.11
26 C 3.6471 0.6770 -4.2111  -0.19
27 C 1.2974 -6.5047 0.6631  -0.17
28 H 2.7806 -2.5946 1.6837  0.10
29 O 0.8995 6.8111 1.4443  -0.37
30 O 0.2270 -2.6812 4.0108  -0.22
31 N 4.7519 1.0167 -2.0047  0.22
32 H 2.7175 -9.0001 1.0348  0.09
33 F -3.9495 0.4788 -4.9157  0.08
34 H 3.5096 -0.3578 -3.8778  0.12
35 H 4.4903 0.0393 -1.8183  0.09
36 C -0.5617 1.1949 -0.6373  -0.67
37 N 4.3581 3.7898 1.3228  0.22
38 H -5.1878 5.4432 3.8032  0.18
39 H -7.8224 -0.6967 -1.7317  0.16
40 H 3.9480 1.5455 -1.6383  0.12
41 C 2.0551 -3.3415 -2.4367  -0.67
42 H -0.5830 -1.7132 5.5632  0.10
43 H -7.7242 -2.7730 0.5975  0.09
44 F -1.0468 4.9790 1.6662  0.07
45 O -0.1460 7.9374 -0.4629  -0.31
46 C -4.4509 4.9696 1.2927  -0.02
47 H -3.7071 0.9549 -1.9530  0.08
48 H -2.5159 3.4077 2.4935  0.13
49 F -2.6072 5.8547 0.3667  0.07
50 H 1.1991 0.1055 -4.7984  0.11
51 F 2.2771 -2.8988 -3.6609  0.16
52 C -1.2788 5.7268 0.5600  -0.59
53 C 2.8776 3.3362 1.4028  -0.29
54 H -6.1445 -2.0778 -2.5742  0.17
55 C 0.2353 -4.3444 0.6992  -0.10
56 S 3.6653 -3.0901 -1.4552  0.55
57 H 4.9241 3.0218 1.6737  0.16
58 H -5.5826 -1.1197 0.3837  0.14
59 O 4.4534 -4.2416 -1.8407  -0.31
60 H 3.9282 -6.4963 1.3017  0.17
61 H -1.7680 -2.4248 4.4250  0.09
62 H 2.8562 -1.4165 2.8985  0.18
63 F -0.7353 5.0588 -0.4608  0.12
64 H 4.0530 -4.6496 4.2406  0.09
65 F -3.2877 2.2844 -3.9023  0.11
66 H -5.3411 5.5934 1.1875  0.10
67 O -3.6618 1.7813 3.0682  -0.17
68 O 3.3074 -3.1575 -0.0148  -0.38
69 H 1.4439 -1.9353 2.3988  0.13
70 H 2.2975 -6.9509 -1.1366  0.16
71 H -2.8989 -0.1163 3.4030  0.08
72 O 0.9540 1.0912 1.5466  -0.34
73 H 5.5797 1.2463 -1.4646  0.16
74 H 2.7760 4.0176 -2.9349  0.09
75 H -6.5725 0.3181 0.0686  0.14
76 S -0.3332 7.3566 0.8571  0.49
77 C -8.2827 -2.0006 0.0698  -0.03
78 H 6.2589 -0.4789 -3.5828  0.09
79 H -5.5661 3.5438 2.3951  0.15
80 N -4.5756 4.6175 3.8168  0.24
81 C -2.7228 0.7665 2.7919  -0.10
82 H 2.0473 -4.2742 2.9657  0.13
83 C 2.1864 4.0867 0.2793  -0.19
84 H 3.4115 -9.0107 -0.5898  0.10
85 C 2.4512 -7.1438 -0.0717  -0.32
86 O 4.2638 -1.8136 -1.8034  -0.32
87 C 2.5832 -8.6401 0.0121  -0.02
88 H 2.2021 5.1405 0.5890  0.12
89 S -2.3293 1.9787 -6.3920  0.47
90 H 6.2394 0.4551 -5.0724  0.10
91 F -0.8269 0.4743 -1.7019  0.15
92 H -6.3188 -3.1338 -1.4018  0.17
93 H 4.5926 4.6246 1.8628  0.17
94 H 5.0424 2.2896 -3.6549  0.15
95 O 1.3550 -5.1206 0.3924  -0.23
96 F 1.8667 -4.6602 -2.5108  0.13
97 H 4.4204 -6.6978 -0.3337  0.17
98 C 1.4275 -3.1266 4.6515  -0.17
99 O 2.0686 0.6587 -0.6077  -0.31
100 F -0.2237 2.4117 -1.0428  0.13
101 H -4.4630 4.3941 0.3676  0.10
102 H 4.5935 -3.4629 3.1585  0.09
103 H 3.5366 -5.3712 0.1587  0.11
104 H -2.8622 0.3845 1.7751  0.06
105 H -0.0378 -4.1938 1.7549  0.08
106 H 3.0285 3.0587 3.5682  0.08
107 C 4.8930 1.2167 -3.5385  -0.27
108 H 3.8689 0.6559 -5.2820  0.15
109 H 1.2082 0.1420 -3.0249  0.06
110 O -1.1670 8.0955 1.7916  -0.33
111 O -5.2223 -0.4451 -1.4176  -0.19
112 H -0.6458 -4.6398 0.1238  0.11
113 O -2.6958 0.9039 -7.2948  -0.34
114 H -9.1752 -2.4185 -0.3955  0.09
115 H 1.7987 -2.3111 5.2845  0.14
116 F 1.0420 -2.7198 -1.8962  0.17
117 H -8.6516 -1.2885 0.8066  0.10
118 H 1.1407 -3.9526 5.3028  0.14
119 H -0.9911 -3.4912 5.5619  0.09
120 C 1.2971 0.7555 -3.9247  -0.07
121 H 0.3700 -6.9000 0.2393  0.15
122 H 4.1250 -3.0342 4.8784  0.09
123 C -4.2122 0.5092 -1.0992  -0.05
124 H 0.5382 -3.3249 0.4501  0.06
125 C -3.4642 2.9198 2.2398  -0.18
126 H 7.0924 1.0204 -3.6934  0.09
127 C -4.5669 3.9776 2.4431  -0.28
128 N 3.6999 -6.3820 0.3161  0.25
129 O 2.5275 1.4619 -3.9244  -0.16
130 H 1.6337 -9.0209 -0.3628  0.10
131 O -0.8885 2.1740 -6.1845  -0.36
132 H 1.3542 3.2920 2.8474  0.08
133 H -4.5987 1.3336 -0.4921  0.09
134 H 0.4612 1.4498 -3.9818  0.08
135 C 2.1763 4.3518 -2.0887  -0.06
136 H -7.4934 -3.0321 -2.4613  0.18
137 H -3.5598 5.5975 1.2815  0.03
138 H 1.1378 3.7902 0.2353  0.11
139 C -6.1679 -0.5926 -0.3794  -0.18
140 C -7.3874 -1.3366 -0.9667  -0.26

- Electronic energy: -151930.6996 eV
- Frontier orbital gap: 5.56 eV
- Total charge: +2

***

[2]
The following is a quantum chemistry calculation of a molecular structure, C7H15N2Pt in a non-equilibrium geometry, from the Open Molecules 2025 dataset.

Each line ends with the natural charge from an NBO analysis.
Cartesian coordinates (Å):
1 C -1.9298 2.0221 1.7475  -0.29
2 C -2.2231 1.6349 4.1230  -0.28
3 H 2.5491 1.5668 -0.6007  0.20
4 H 0.7123 0.5442 -2.4993  0.37
5 C -0.9330 0.0636 2.7703  -0.30
6 N -0.0080 -0.0961 -2.1472  -1.33
7 H -1.7776 -1.9958 -1.1543  0.35
8 C -1.2567 0.8063 1.6263  -0.30
9 H -0.3106 -0.8276 2.6572  0.19
10 H -2.6408 1.9466 5.0842  0.19
11 Pt -0.8724 0.3627 -0.3143  0.00
12 H 1.5178 0.5297 0.3431  0.22
13 H -0.7461 -0.0463 -2.8533  0.35
14 C 1.7791 1.5484 0.1847  -0.89
15 H -2.7899 -1.3064 0.0043  0.39
16 C -1.4581 0.4538 4.0302  -0.23
17 H 0.7578 1.9245 -0.1733  0.21
18 H -1.2658 -0.1576 4.9330  0.19
19 C -2.4538 2.4298 2.9875  -0.24
20 N -1.8088 -1.5105 -0.2456  -1.09
21 H -2.0650 2.5783 0.8319  0.20
22 H 0.4437 -1.0104 -2.2516  0.32
23 H -3.0238 3.3642 3.0390  0.19
24 H -1.4093 -2.1213 0.4864  0.38
25 H 2.1123 2.0032 1.1364  0.21

- Spin multiplicity: 3
- Electronic energy: -13727.0184 eV
- Frontier orbital gap (spin up / spin down): 2.87 / 7.30 eV
- Total charge: -1

***

[3]
The following is a quantum chemistry calculation of a molecular structure, C43H49AgBN4O2, from the Open Molecules 2025 dataset.

Each line ends with the Löwdin charge.
Cartesian coordinates (Å):
1 H 1.8271 2.2678 -4.7086  0.08
2 H 6.1846 -1.4500 -0.1170  0.10
3 C -6.6008 -3.7625 -2.4972  -0.06
4 C -3.1109 0.8936 1.3388  -0.18
5 C 1.5623 -5.1990 -0.8275  -0.05
6 C 1.4816 -1.5528 -4.1426  -0.09
7 C -4.5907 2.1330 2.8150  -0.11
8 H 0.4897 2.1936 2.5967  0.10
9 H -1.4597 3.3778 2.9944  0.10
10 H -8.0877 -0.7372 -2.3731  0.09
11 N 0.5711 -0.8538 -3.3425  0.00
12 H 1.8162 -4.9286 -1.8565  0.07
13 C -4.3666 1.1107 1.8992  -0.03
14 C -2.4862 0.1657 -5.1958  -0.04
15 H 2.3466 -5.8579 -0.4403  0.08
16 H 0.6189 -5.7511 -0.8409  0.07
17 C -2.5572 1.5117 -4.8830  -0.08
18 C -6.1652 -1.1864 -1.5691  -0.04
19 C 4.2536 -1.6103 -1.0354  -0.13
20 Ag -0.7225 -0.5847 -0.4507  0.75
21 H 0.0060 -1.8686 -6.7020  0.06
22 C -0.9774 -2.3095 -6.5274  -0.07
23 C -1.4578 -2.1083 -5.0870  -0.37
24 H 0.6432 -3.3353 -0.3830  0.08
25 H -3.2688 -2.4718 -3.9476  0.08
26 C -1.4579 -0.6390 -4.7131  -0.13
27 H -0.0727 -4.6374 1.4193  0.07
28 H 5.9049 0.6791 -0.7941  0.07
29 C -2.9075 -2.8703 -0.4951  -0.39
30 H 0.0683 3.3426 1.2989  0.09
31 H -3.5344 -2.4178 -5.6942  0.07
32 H 6.6394 -1.0943 -2.4862  0.07
33 C -2.8405 -2.7382 -4.9120  -0.06
34 C -5.4035 -3.4625 -1.8289  -0.19
35 C 1.4206 2.8822 -3.9010  -0.06
36 H 1.0417 -3.4706 2.1365  0.09
37 C -4.3890 -4.4698 -1.6366  -0.05
38 H 1.4836 -1.4936 -5.2195  0.10
39 H -6.7524 -4.7733 -2.8608  0.10
40 C -3.2170 -4.1927 -1.0449  -0.01
41 C 5.6877 -0.9852 -3.0144  -0.07
42 C 2.3726 -2.1675 -3.3525  -0.10
43 H 1.3041 1.2662 -2.5098  0.09
44 C 3.0067 -2.2452 -0.9952  -0.12
45 H -1.5888 3.1396 -3.8935  0.10
46 H -4.5923 -5.4716 -2.0054  0.11
47 C 4.9819 0.7821 -1.3696  -0.07
48 H 0.7834 3.6501 -4.3504  0.07
49 H -0.7758 -2.6307 -4.4156  0.13
50 C 0.9703 -4.3248 1.4586  -0.08
51 C -2.2755 2.7465 2.6734  -0.04
52 C 1.4245 -3.9500 0.0488  -0.38
53 C 4.5866 -0.5310 -2.0534  -0.37
54 O -0.8561 1.4863 1.1793  -0.18
55 H -3.2580 -0.2758 -5.8150  0.10
56 H 1.0842 1.9241 0.9414  0.08
57 H -5.1625 0.4397 1.6062  0.10
58 C -7.3356 -1.5026 -2.2206  -0.10
59 C -3.5460 2.9503 3.2064  -0.11
60 H 5.8257 -0.2565 -3.8176  0.08
61 C -3.9195 -1.8492 -0.6616  -0.16
62 C 3.7065 -3.4619 0.9620  -0.04
63 H 3.4949 -4.1863 1.7400  0.10
64 H -0.5340 3.6584 -2.0462  0.08
65 C -2.0616 1.7392 1.7456  -0.23
66 H -3.3838 2.1150 -5.2394  0.10
67 C -1.5572 2.0768 -4.1107  -0.05
68 N -3.8687 -0.6266 -0.0973  0.06
69 H -5.5798 2.2753 3.2326  0.09
70 H 2.2538 3.3814 -3.3976  0.07
71 H 0.9944 3.3281 -1.2169  0.08
72 C -5.1641 -2.1574 -1.3567  -0.11
73 C 0.6327 2.0236 -2.9053  -0.38
74 H -5.9859 -0.1822 -1.2118  0.10
75 H -0.9201 -3.3750 -6.7668  0.08
76 C -7.5640 -2.8016 -2.6960  -0.12
77 H 3.1970 -2.8018 -3.6440  0.12
78 C 0.1448 2.8615 -1.7256  -0.07
79 C -0.5033 1.3133 -3.6211  -0.14
80 H 5.7120 -3.1003 1.6512  0.09
81 H 1.5601 -5.1488 1.8761  0.07
82 C -0.4745 -0.0655 -3.8958  -0.13
83 C 0.2501 2.2904 1.5338  -0.10
84 H 3.6923 -0.3205 -2.6395  0.11
85 O -1.8477 -2.6954 0.1321  -0.09
86 H -2.7667 -3.8276 -4.9631  0.08
87 H -3.7012 3.7401 3.9309  0.09
88 H 4.1943 1.1159 -0.6907  0.08
89 N 2.0501 -1.9341 -2.0065  0.01
90 B 0.8435 -1.1002 -1.9188  -0.41
91 C 4.9546 -2.8591 0.9141  -0.08
92 C 2.7225 -3.1733 0.0222  -0.12
93 H -1.6775 -1.8393 -7.2243  0.08
94 H -2.4535 -4.9506 -0.9199  0.10
95 N -2.8245 -0.2070 0.4976  -0.01
96 H 5.4492 -1.9500 -3.4658  0.07
97 C 5.2162 -1.9391 -0.0843  -0.05
98 H -8.4829 -3.0425 -3.2156  0.09
99 H -0.3822 2.2286 -1.0092  0.05
100 H 5.1410 1.5618 -2.1195  0.07

- Electronic energy: -60120.5554 eV
- Frontier orbital gap: 6.58 eV
- Total charge: -1